Run w
16
Properties=species:S:1:pos:R:3 method="wB97M-V/def2-TZVPD" lumo_energy_ev=1.0938 smiles=CC.CC
C 1.09 1.48 -0.04
C 1.68 0.97 -1.34
H 0.87 0.58 0.64
H 1.87 1.89 0.69
H 0.48 2.28 -0.20
H 2.65 1.44 -1.76
H 0.87 0.79 -2.16
H 2.01 -0.18 -1.24
C -1.44 -0.35 0.76
C -1.48 -1.90 0.49
H -1.47 0.29 -0.10
H -2.21 -0.40 1.58
H -0.65 -0.01 1.34
H -1.47 -2.21 -0.58
H -2.30 -2.29 1.13
H -0.50 -2.37 0.81



Run x
16
Properties=species:S:1:pos:R:3 method="wB97M-V/def2-TZVPD" lumo_energy_ev=1.1753 smiles=CC.CC
C -1.46 -0.21 -0.97
C -1.29 -1.72 -1.25
H -0.52 0.34 -1.01
H -2.21 0.27 -1.59
H -1.85 -0.13 0.05
H -1.66 -1.89 -2.26
H -1.79 -2.35 -0.51
H -0.26 -2.04 -1.05
C 0.91 1.40 1.52
C 1.85 0.55 0.65
H 0.49 0.80 2.33
H 1.53 2.16 2.00
H -0.02 1.85 1.18
H 1.73 0.79 -0.41
H 2.87 0.77 0.94
H 1.51 -0.48 0.71



Energies relative to the most stable structure, in eV: run w 1.481; run x 0.000.



Run w
16
Properties=species:S:1:pos:R:3 method="wB97M-V/def2-TZVPD" lumo_energy_ev=1.1394 smiles=CC.CC
C -0.98 -1.86 -0.64
C 0.43 -2.16 -1.22
H -0.89 -1.63 0.48
H -1.52 -1.05 -1.24
H -1.57 -2.80 -0.60
H 0.35 -2.31 -2.28
H 0.67 -3.09 -0.77
H 1.21 -1.43 -0.94
C 0.83 1.53 0.80
C -0.30 2.50 1.06
H 0.48 0.54 0.73
H 1.27 1.72 -0.30
H 1.69 1.67 1.42
H -1.29 2.15 0.71
H -0.01 3.54 0.64
H -0.27 2.65 2.17



Run x
16
Properties=species:S:1:pos:R:3 method="wB97M-V/def2-TZVPD" lumo_energy_ev=1.1322 smiles=CC.CC
C 1.82 -0.49 -0.59
C 1.04 -1.82 -0.61
H 2.84 -0.70 -0.27
H 1.94 0.03 -1.52
H 1.39 0.31 0.23
H 1.42 -2.48 -1.25
H 0.79 -2.31 0.45
H -0.08 -1.56 -0.85
C -1.71 0.48 0.81
C -1.19 1.78 0.38
H -2.77 0.46 1.01
H -1.59 -0.31 -0.05
H -1.03 0.28 1.63
H -0.15 1.41 -0.19
H -0.87 2.54 1.12
H -1.82 2.38 -0.31



Energies relative to the most stable structure, in eV: run w 0.000; run x 0.950.



Run w
16
Properties=species:S:1:pos:R:3 method="wB97M-V/def2-TZVPD" lumo_energy_ev=1.1607 smiles=CC.CC
C 0.20 -1.23 -1.48
C 0.55 -2.47 -0.68
H -0.29 -0.46 -0.87
H 1.07 -0.76 -1.93
H -0.46 -1.40 -2.32
H 0.24 -2.39 0.36
H 1.62 -2.71 -0.69
H 0.07 -3.36 -1.09
C 0.25 1.44 1.26
C -0.98 2.27 0.92
H 0.80 1.84 2.12
H -0.05 0.42 1.53
H 0.95 1.38 0.43
H -1.35 2.02 -0.07
H -0.81 3.35 0.94
H -1.80 2.06 1.60



Run x
16
Properties=species:S:1:pos:R:3 method="wB97M-V/def2-TZVPD" lumo_energy_ev=1.1481 smiles=CC.CC
C 0.74 0.48 -2.02
C 0.70 -0.96 -1.47
H 1.67 0.88 -2.36
H 0.17 0.57 -3.00
H 0.20 1.14 -1.28
H 0.81 -1.70 -2.32
H 1.40 -1.27 -0.64
H -0.25 -1.24 -1.16
C -0.01 -0.13 1.69
C -1.38 0.66 1.83
H 0.03 -0.44 0.62
H 0.83 0.39 2.09
H 0.22 -1.00 2.28
H -1.39 1.38 1.08
H -2.32 0.16 1.76
H -1.43 1.07 2.91



Run y
16
Properties=species:S:1:pos:R:3 method="wB97M-V/def2-TZVPD" lumo_energy_ev=1.1557 smiles=CC.CC
C 0.30 2.16 0.45
C -1.13 2.36 -0.05
H 0.20 1.60 1.38
H 0.97 1.57 -0.18
H 0.83 3.09 0.63
H -1.67 1.42 0.01
H -1.58 3.10 0.62
H -1.31 2.74 -1.06
C 0.08 -1.63 0.02
C 0.74 -2.87 -0.55
H -0.72 -1.85 0.73
H 0.76 -1.15 0.74
H -0.28 -0.90 -0.70
H 1.41 -2.65 -1.38
H 0.06 -3.65 -0.89
H 1.35 -3.33 0.24



Run z
16
Properties=species:S:1:pos:R:3 method="wB97M-V/def2-TZVPD" lumo_energy_ev=1.2190 smiles=CC.CC
C 2.09 -0.24 0.36
C 1.23 -0.63 1.54
H 1.50 0.30 -0.39
H 2.58 -1.12 -0.05
H 2.93 0.47 0.44
H 1.80 -0.48 2.47
H 0.92 -1.66 1.38
H 0.41 0.07 1.72
C -1.56 0.84 -0.26
C -1.75 0.04 -1.58
H -2.36 1.58 -0.21
H -0.58 1.29 -0.25
H -1.80 0.18 0.57
H -0.89 0.09 -2.25
H -1.86 -1.02 -1.36
H -2.65 0.28 -2.14



Energies relative to the most stable structure, in eV: run w 0.000; run x 1.031; run y 0.091; run z 0.399.



Run w
16
Properties=species:S:1:pos:R:3 method="wB97M-V/def2-TZVPD" lumo_energy_ev=1.0760 smiles=CC.CC
C 1.50 -1.37 -1.17
C 1.58 -0.27 -2.22
H 1.69 -1.11 -0.13
H 0.64 -2.03 -1.11
H 2.25 -2.12 -1.46
H 2.04 -0.64 -3.13
H 2.19 0.55 -1.85
H 0.64 0.20 -2.39
C -1.58 0.06 1.75
C -1.58 1.59 1.66
H -2.43 -0.46 1.37
H -0.82 -0.40 1.10
H -1.35 -0.30 2.73
H -2.29 1.98 2.38
H -1.91 1.80 0.64
H -0.60 2.02 1.83



Run x
16
Properties=species:S:1:pos:R:3 method="wB97M-V/def2-TZVPD" lumo_energy_ev=1.1560 smiles=CC.CC
C 0.17 -1.22 0.57
C 0.78 -2.53 0.09
H 0.47 -0.39 -0.06
H -0.92 -1.16 0.61
H 0.54 -1.05 1.59
H 0.92 -3.26 0.87
H 1.76 -2.31 -0.34
H 0.20 -3.03 -0.69
C -0.66 1.61 -1.06
C -0.23 2.13 0.33
H -1.07 2.39 -1.71
H 0.18 1.26 -1.67
H -1.45 0.90 -0.86
H 0.53 1.57 0.87
H -1.12 1.91 0.94
H -0.10 3.19 0.53



Energies relative to the most stable structure, in eV: run w 0.000; run x 0.060.



Run w
16
Properties=species:S:1:pos:R:3 method="wB97M-V/def2-TZVPD" lumo_energy_ev=1.1415 smiles=CC.CC
C -1.70 0.44 1.10
C -2.53 -0.05 -0.11
H -0.90 -0.29 1.29
H -0.99 1.19 0.75
H -2.30 0.63 1.97
H -2.28 -1.08 -0.39
H -2.43 0.60 -0.96
H -3.58 -0.12 0.17
C 2.75 -0.15 -0.14
C 1.40 -0.19 -0.80
H 2.67 0.09 0.93
H 3.25 -1.11 -0.12
H 3.44 0.60 -0.53
H 1.57 -0.40 -1.87
H 0.88 0.77 -0.88
H 0.74 -0.95 -0.39



Run x
16
Properties=species:S:1:pos:R:3 method="wB97M-V/def2-TZVPD" lumo_energy_ev=1.1657 smiles=CC.CC
C 0.64 1.92 -0.48
C 1.76 1.18 -1.26
H 0.34 1.30 0.36
H 1.04 2.84 -0.06
H -0.19 2.05 -1.17
H 2.75 1.41 -0.85
H 1.79 1.36 -2.33
H 1.67 0.11 -1.08
C -1.82 -1.60 0.41
C -0.59 -1.56 1.33
H -2.57 -0.85 0.66
H -1.54 -1.36 -0.63
H -2.22 -2.61 0.33
H -0.04 -0.63 1.20
H -0.93 -1.70 2.35
H 0.05 -2.41 1.11



Energies relative to the most stable structure, in eV: run w 0.229; run x 0.000.



Run w
16
Properties=species:S:1:pos:R:3 method="wB97M-V/def2-TZVPD" lumo_energy_ev=1.1496 smiles=CC.CC
C -0.93 -2.26 0.87
C -1.29 -1.19 -0.20
H -0.64 -3.16 0.33
H -0.21 -1.94 1.61
H -1.87 -2.55 1.35
H -0.41 -0.59 -0.38
H -1.49 -1.63 -1.17
H -2.08 -0.54 0.16
C 1.51 1.56 0.32
C 0.81 1.85 -0.99
H 2.08 2.41 0.71
H 0.71 1.58 1.06
H 2.11 0.66 0.41
H 1.46 1.82 -1.86
H 0.28 2.80 -1.04
H -0.04 1.19 -1.16



Run x
16
Properties=species:S:1:pos:R:3 method="wB97M-V/def2-TZVPD" lumo_energy_ev=1.1161 smiles=CC.CC
C 0.07 1.98 0.01
C 0.96 2.38 1.11
H -0.36 3.00 -0.20
H 0.49 1.44 -0.99
H -0.67 1.29 0.29
H 0.32 2.97 1.90
H 1.60 1.49 1.51
H 1.46 3.18 0.69
C -1.09 -2.48 -0.92
C 0.05 -1.87 -0.14
H -1.52 -3.27 -0.35
H -1.86 -1.81 -1.27
H -0.58 -3.01 -1.81
H -0.08 -1.87 0.94
H 0.35 -0.95 -0.61
H 0.92 -2.52 -0.40



Run y
16
Properties=species:S:1:pos:R:3 method="wB97M-V/def2-TZVPD" lumo_energy_ev=1.1739 smiles=CC.CC
C 0.03 -2.13 -0.35
C 0.26 -1.50 -1.71
H -0.12 -3.20 -0.46
H 0.83 -1.94 0.37
H -0.92 -1.79 0.08
H -0.39 -1.97 -2.45
H 1.30 -1.63 -2.02
H 0.04 -0.43 -1.70
C -0.72 1.71 0.54
C 0.42 1.89 1.53
H -1.66 2.19 0.83
H -0.48 2.12 -0.44
H -0.91 0.64 0.43
H 0.89 2.87 1.49
H 0.08 1.72 2.55
H 1.18 1.13 1.33



Run z
16
Properties=species:S:1:pos:R:3 method="wB97M-V/def2-TZVPD" lumo_energy_ev=1.1941 smiles=CC.CC
C 0.29 1.01 -2.07
C 1.25 0.00 -1.42
H -0.32 0.48 -2.81
H -0.32 1.56 -1.36
H 0.78 1.77 -2.67
H 1.59 0.36 -0.45
H 2.06 -0.24 -2.11
H 0.70 -0.93 -1.31
C -1.37 -0.07 1.62
C -0.11 -0.91 1.89
H -1.85 0.25 2.55
H -1.16 0.84 1.07
H -2.13 -0.64 1.09
H 0.82 -0.47 1.55
H -0.25 -1.91 1.48
H 0.03 -1.09 2.96



Energies relative to the most stable structure, in eV: run w 0.331; run x 1.279; run y 0.000; run z 0.202.



Run w
16
Properties=species:S:1:pos:R:3 method="wB97M-V/def2-TZVPD" lumo_energy_ev=1.0874 smiles=CC.CC
C 0.69 0.89 -1.92
C 1.71 -0.19 -1.71
H -0.12 0.69 -1.15
H 0.09 0.91 -2.85
H 1.19 1.86 -1.62
H 1.80 -0.42 -0.62
H 1.62 -1.17 -2.43
H 2.66 0.19 -2.05
C -0.82 -0.02 1.17
C -1.58 -0.69 2.43
H -0.72 1.11 1.25
H -1.63 -0.16 0.34
H 0.36 -0.33 1.10
H -1.65 -1.74 2.13
H -2.54 -0.33 2.64
H -1.12 -0.53 3.45



Run x
16
Properties=species:S:1:pos:R:3 method="wB97M-V/def2-TZVPD" lumo_energy_ev=1.1566 smiles=CC.CC
C 0.26 0.12 2.89
C 0.87 0.94 1.75
H 0.74 -0.84 2.98
H 0.23 0.69 3.83
H -0.78 -0.12 2.69
H 1.64 1.59 2.17
H 1.35 0.27 1.04
H 0.13 1.58 1.28
C -0.49 -0.05 -1.71
C -0.61 -1.01 -2.93
H 0.38 -0.31 -1.13
H -0.46 1.00 -1.97
H -1.38 -0.20 -1.10
H -0.04 -1.91 -2.75
H -0.20 -0.56 -3.84
H -1.64 -1.20 -3.20



Run y
16
Properties=species:S:1:pos:R:3 method="wB97M-V/def2-TZVPD" lumo_energy_ev=1.1688 smiles=CC.CC
C 1.91 -0.62 0.79
C 2.05 0.90 0.77
H 1.98 -1.05 -0.20
H 2.66 -1.13 1.39
H 0.95 -0.90 1.23
H 1.26 1.34 0.17
H 3.02 1.19 0.38
H 1.97 1.34 1.76
C -2.24 -0.42 -0.13
C -1.73 0.14 -1.47
H -1.45 -1.01 0.37
H -2.41 0.38 0.59
H -3.13 -1.02 -0.28
H -1.94 -0.58 -2.26
H -2.23 1.07 -1.70
H -0.67 0.38 -1.40



Run z
16
Properties=species:S:1:pos:R:3 method="wB97M-V/def2-TZVPD" lumo_energy_ev=1.1429 smiles=CC.CC
C -0.51 -1.77 0.42
C 0.95 -2.33 0.55
H -1.18 -2.47 -0.09
H -0.92 -1.63 1.42
H -0.46 -0.82 -0.11
H 1.29 -1.96 1.52
H 1.48 -1.95 -0.31
H 0.96 -3.41 0.74
C 0.06 1.83 -1.19
C -0.50 2.30 0.18
H 1.11 1.55 -1.24
H -0.50 0.93 -1.46
H -0.21 2.56 -1.95
H -0.58 3.38 0.17
H 0.34 2.12 0.86
H -1.36 1.77 0.57



Energies relative to the most stable structure, in eV: run w 1.498; run x 0.151; run y 0.000; run z 0.467.



Run w
16
Properties=species:S:1:pos:R:3 method="wB97M-V/def2-TZVPD" lumo_energy_ev=1.0869 smiles=CC.CC
C 0.04 -1.92 0.90
C 1.36 -2.18 1.59
H -0.56 -2.82 0.80
H -0.63 -1.24 1.44
H 0.13 -1.52 -0.12
H 1.93 -2.91 1.02
H 1.18 -2.43 2.64
H 1.94 -1.27 1.75
C -1.40 2.02 -0.94
C 0.03 2.06 -1.50
H -2.01 2.48 -1.73
H -1.81 1.05 -0.66
H -1.51 2.72 -0.12
H 0.14 1.45 -2.40
H 0.11 3.10 -1.83
H 0.82 1.59 -0.90



Run x
16
Properties=species:S:1:pos:R:3 method="wB97M-V/def2-TZVPD" lumo_energy_ev=1.1423 smiles=CC.CC
C -1.22 -0.57 1.01
C -0.79 -1.93 1.39
H -0.41 0.32 1.39
H -1.21 -0.66 -0.08
H -2.13 -0.21 1.61
H 0.08 -2.03 2.08
H -0.22 -2.28 0.42
H -1.51 -2.58 1.78
C 0.49 1.91 -1.29
C 1.32 0.52 -1.01
H -0.48 2.00 -0.77
H 1.04 2.82 -1.18
H 0.41 1.87 -2.34
H 0.82 -0.39 -0.47
H 1.61 0.10 -1.90
H 2.20 1.10 -0.64



Run y
16
Properties=species:S:1:pos:R:3 method="wB97M-V/def2-TZVPD" lumo_energy_ev=1.1499 smiles=CC.CC
C 0.97 -2.31 -0.51
C 0.31 -1.25 -1.41
H 0.48 -3.28 -0.54
H 2.00 -2.40 -0.86
H 1.05 -2.03 0.54
H 0.58 -0.28 -0.99
H -0.78 -1.10 -1.32
H 0.51 -1.37 -2.47
C -0.95 2.41 0.60
C -0.32 1.12 1.28
H -0.12 3.09 0.51
H -1.71 2.19 -0.13
H -1.61 2.86 1.37
H -0.38 1.27 2.36
H 0.69 0.93 0.91
H -0.93 0.25 1.01



Run z
16
Properties=species:S:1:pos:R:3 method="wB97M-V/def2-TZVPD" lumo_energy_ev=1.1535 smiles=CC.CC
C -0.19 -0.57 1.87
C 0.50 -1.93 2.11
H -1.26 -0.61 2.09
H -0.10 -0.34 0.82
H 0.15 0.27 2.47
H -0.24 -2.69 2.35
H 1.18 -1.93 2.97
H 1.07 -2.16 1.24
C -0.82 1.57 -1.98
C 0.54 0.89 -1.98
H -1.42 1.44 -1.08
H -1.43 1.27 -2.83
H -0.75 2.65 -2.10
H 0.84 0.50 -2.95
H 1.31 1.60 -1.71
H 0.62 0.04 -1.30



Energies relative to the most stable structure, in eV: run w 0.092; run x 2.027; run y 0.339; run z 0.000.



Run w
9
Properties=species:S:1:pos:R:3 method="wB97M-V/def2-TZVPD" lumo_energy_ev=4.1319 charge=-1
C -0.40 1.43 1.28
N -0.40 0.35 0.44
O 0.77 -2.48 -0.73
O -1.50 -0.34 0.33
O 0.62 0.15 -0.28
O 1.25 -1.18 -2.61
S 0.31 -1.41 -1.54
H -1.21 1.53 1.86
H 0.57 1.95 1.25



Run x
9
Properties=species:S:1:pos:R:3 method="wB97M-V/def2-TZVPD" lumo_energy_ev="2.5367 / 2.7098" charge=-1
C -0.18 0.06 -0.37
N -0.95 -0.24 0.69
O 1.53 -0.94 -2.10
O -1.04 0.72 1.54
O -1.50 -1.39 0.80
O 1.58 -1.74 0.29
S 0.83 -1.30 -0.88
H -0.14 2.31 0.37
H -0.14 2.53 -0.34



Energies relative to the most stable structure, in eV: run w 0.000; run x 3.450.



Run w
18
Properties=species:S:1:pos:R:3 method="wB97M-V/def2-TZVPD" lumo_energy_ev=0.9611 smiles="C=CC(=C)CCC=O"
C 1.11 1.13 1.51
C 1.48 0.05 0.85
C 0.95 -0.47 -0.45
C 1.50 -0.01 -1.57
C -0.34 -1.27 -0.42
C -1.40 -0.87 0.63
C -1.80 0.22 -0.32
O -1.46 1.37 -0.20
H 1.62 1.35 2.44
H 0.34 1.79 1.13
H 2.23 -0.58 1.34
H 0.96 -0.23 -2.49
H 2.27 0.74 -1.54
H -0.60 -1.56 -1.44
H 0.11 -2.20 0.00
H -1.04 -0.52 1.59
H -2.19 -1.62 0.65
H -2.58 -0.15 -1.02



Run x
18
Properties=species:S:1:pos:R:3 method="wB97M-V/def2-TZVPD" lumo_energy_ev=0.8763 smiles=c1ccccc1.CO
C -0.85 0.56 1.22
C -0.97 -0.77 1.14
C -1.17 -1.51 -0.02
C -1.07 -0.75 -1.21
C -1.12 0.75 -1.07
C -1.00 1.33 0.09
H -1.00 1.03 2.20
H -0.73 -1.38 2.07
H -1.13 -2.61 -0.16
H -0.90 -1.29 -2.24
H -1.28 1.38 -1.98
H -0.97 2.39 0.18
C 2.22 0.34 -0.10
O 1.65 -0.92 -0.01
H 3.34 0.19 -0.29
H 2.03 0.94 -1.04
H 2.26 1.12 0.74
H 0.68 -0.81 0.49



Run y
18
Properties=species:S:1:pos:R:3 method="wB97M-V/def2-TZVPD" lumo_energy_ev=0.9979 smiles="CC1=CCC[C@@H]2O[C@@H]12"
C -2.55 0.04 -0.12
C -1.10 0.14 0.14
C -0.38 -1.02 0.08
C 1.19 -1.32 -0.04
C 1.94 0.13 0.08
C 1.00 1.16 -0.35
O 0.20 2.43 -0.13
C -0.10 1.24 0.51
H -3.05 0.60 0.74
H -2.90 0.52 -0.99
H -3.05 -0.98 -0.11
H -0.86 -1.93 -0.19
H 1.52 -1.67 -1.07
H 1.67 -1.97 0.67
H 3.00 0.14 -0.45
H 2.44 0.19 1.07
H 0.75 1.12 -1.43
H 0.25 1.19 1.60



Run z
18
Properties=species:S:1:pos:R:3 method="wB97M-V/def2-TZVPD" lumo_energy_ev=-0.1291
C -0.79 -0.60 -0.64
C 0.59 -0.83 0.13
C 0.47 -1.46 1.50
C -0.68 -2.27 1.73
C 0.08 0.50 0.19
C 0.47 1.81 -0.24
C 0.88 2.27 -1.57
H 0.23 0.88 -1.90
H -1.82 -0.64 -0.10
H 1.53 -1.14 -0.56
H 0.94 -1.05 2.55
H -1.39 -2.94 2.74
H -1.11 -2.35 0.51
H -0.39 0.64 1.33
H 0.04 2.59 0.70
H 0.63 3.41 -1.89
H 1.23 1.64 -2.48
O -0.92 -0.47 -2.00



Energies relative to the most stable structure, in eV: run w 0.242; run x 0.000; run y 2.704; run z 8.945.